1.
{
  "formula": "C28H37N5OSiSn",
  "method": "ωB97M-V/def2-TZVPD",
  "total_charge": 2,
  "species": ["Sn", "C", "C", "C", "C", "C", "H", "H", "H", "H", "H", "N", "C", "C", "C", "C", "C", "N", "C", "C", "C", "C", "C", "N", "H", "H", "H", "H", "H", "H", "H", "H", "H", "C", "N", "C", "C", "C", "O", "H", "H", "H", "H", "H", "H", "H", "H", "H", "C", "Si", "C", "C", "N", "C", "C", "C", "C", "C", "C", "H", "H", "H", "H", "H", "H", "H", "H", "H", "H", "H", "H", "H", "H"],
  "coordinates": [[8.34783, 4.67989, 14.78425], [9.95868, 3.63148, 13.40437], [9.70860, 4.95063, 12.84843], [8.42512, 4.84030, 12.19692], [7.95169, 3.52518, 12.24355], [8.84868, 2.81392, 13.05563], [10.83522, 3.24307, 13.90924], [10.39192, 5.71160, 12.95578], [7.87698, 5.59738, 11.66470], [7.18395, 3.05420, 11.60462], [8.81626, 1.79272, 13.29771], [2.99849, 4.28939, 15.47768], [3.91555, 5.42297, 15.85114], [4.62985, 6.15031, 14.91007], [5.33011, 7.24821, 15.36819], [5.26205, 7.51241, 16.67968], [4.54937, 6.69766, 17.57862], [3.90182, 5.63198, 17.13397], [3.16499, 3.01009, 15.74011], [2.01805, 2.12044, 15.72491], [2.26003, 0.84839, 15.98296], [3.69142, 0.19762, 16.07271], [4.70374, 1.30837, 16.34332], [4.41430, 2.60878, 16.10482], [2.07343, 4.60795, 15.49844], [4.66474, 5.85519, 13.79594], [5.82420, 7.93726, 14.69704], [5.81922, 8.38160, 17.02420], [4.30678, 7.08150, 18.58049], [1.06021, 2.58633, 15.58664], [1.52030, 0.08146, 15.98092], [3.70818, -0.44844, 16.97206], [6.29100, 1.83026, 17.40932], [11.42411, 4.39574, 19.72213], [10.22230, 4.55073, 18.96019], [9.03772, 4.42229, 19.79620], [10.08916, 4.68207, 17.65920], [11.30740, 4.48712, 16.80853], [8.96311, 4.86615, 17.09362], [11.50075, 5.14610, 20.46191], [12.25170, 4.43571, 19.02166], [11.48553, 3.50352, 20.28001], [8.35096, 5.23312, 19.41927], [9.32392, 4.42966, 20.85000], [8.56678, 3.44227, 19.62307], [11.82550, 5.37895, 16.47573], [11.02951, 3.93571, 15.90226], [12.09454, 3.91975, 17.34297], [8.04622, -1.09981, 16.25617], [6.80091, -0.52141, 17.57242], [7.62262, 0.25984, 19.02864], [5.81078, -2.01907, 18.06610], [5.87160, 1.00232, 16.92998], [4.14582, -0.53190, 14.80121], [4.46752, 0.26203, 13.66606], [4.69594, -0.36256, 12.43119], [4.74606, -1.77949, 12.27811], [4.44045, -2.52413, 13.44905], [4.09384, -1.88612, 14.67688], [8.64794, -1.92913, 16.60294], [8.76429, -0.46166, 15.77845], [7.44964, -1.46586, 15.44701], [8.62156, -0.21398, 19.12097], [7.11785, 0.13409, 19.95980], [7.88081, 1.31326, 18.94350], [6.55764, -2.83301, 18.07661], [4.99826, -2.33223, 17.49719], [5.42550, -1.89730, 19.01375], [4.60282, 1.35406, 13.66660], [4.77748, 0.39206, 11.63601], [5.05525, -2.14909, 11.30461], [4.57931, -3.58506, 13.37135], [3.65101, -2.56090, 15.46546]]
}

2.
{
  "formula": "CHN3O3",
  "method": "ωB97M-V/def2-TZVPD",
  "smiles": "[H]/N=[N+](\\[O-])OOC#N",
  "total_charge": 0,
  "species": ["H", "N", "N", "O", "O", "O", "C", "N"],
  "coordinates": [[-2.44731, 0.65029, 0.24767], [-1.45480, 0.48249, 0.11968], [-1.12469, -0.63064, -0.12953], [-1.46320, -1.64499, -0.49672], [0.52388, -0.88331, 0.02348], [1.66486, -0.30543, 0.72640], [2.01867, 0.70987, 0.08605], [2.28260, 1.62172, -0.57704]]
}

3.
{
  "formula": "C5H10O2",
  "method": "ωB97M-V/def2-TZVPD",
  "smiles": "CCO[C@@H](C)C=O",
  "total_charge": 0,
  "species": ["C", "C", "O", "C", "C", "C", "O", "H", "H", "H", "H", "H", "H", "H", "H", "H", "H"],
  "coordinates": [[-0.79229, -1.59245, -1.75658], [-0.80951, -0.27638, -1.02205], [-0.35667, -0.55107, 0.28846], [0.03789, 0.64245, 0.89631], [0.73707, 0.32711, 2.19387], [0.98225, 1.31643, -0.06229], [0.96368, 2.49475, -0.31439], [-1.44361, -2.33322, -1.28843], [-1.13829, -1.41765, -2.76653], [0.20537, -2.03228, -1.77955], [-0.23314, 0.57004, -1.53902], [-1.81104, 0.15825, -0.97024], [-0.80544, 1.32891, 1.04228], [1.05837, 1.25187, 2.66580], [0.05912, -0.19664, 2.86330], [1.60320, -0.31726, 2.03239], [1.74306, 0.62713, -0.48333]]
}

The gap between HOMO and LUMO results, record by record, are as follows: 8.32 9.27 10.69 eV.
The relative energy (zero: lowest compared OMol25 entry of this formula, charge and spin) results, record by record, are as follows: 123.11 482.63 185.00 kJ/mol.